Computed, not measured: a 10-piece molecular cluster, C66H65BrNO4P3S overall in a non-equilibrium geometry, with ωB97M-V/def2-TZVPD.

Results
net charge	0
DFT total energy	-6906.09239	Eh
structure (SMILES)	O=P(O)(O)Pc1cccc2c1Sc1cccc(P(O)Br)c1N2.c1ccccc1.c1ccccc1.c1ccccc1.c1ccccc1.c1ccccc1.c1ccccc1.c1ccccc1.c1ccccc1.c1ccccc1
highest occupied orbital energy	-8.07	eV
LUMO energy	-0.02	eV
orbital gap	8.04	eV

Atoms and positions in Å:
O: -0.267 -2.440 3.761
P: -0.143 -1.101 3.168
O: 1.308 -0.494 3.490
O: -1.192 -0.050 3.744
P: -0.277 -1.057 0.984
C: 1.448 -1.302 0.462
C: 1.940 -2.567 0.141
C: 3.266 -2.686 -0.237
C: 4.088 -1.575 -0.294
C: 3.612 -0.309 0.031
C: 2.280 -0.177 0.412
S: 1.645 1.420 0.854
C: 2.788 2.490 0.005
C: 2.357 3.775 -0.299
C: 3.214 4.676 -0.912
C: 4.499 4.260 -1.215
C: 4.935 2.972 -0.934
P: 6.668 2.640 -1.366
O: 7.258 2.002 0.021
Br: 6.394 0.906 -2.810
C: 4.061 2.053 -0.317
N: 4.529 0.765 -0.010
H: 1.628 -1.009 4.246
H: -0.993 0.839 3.412
H: -0.983 -2.215 0.615
H: 1.289 -3.423 0.213
H: 3.665 -3.658 -0.482
H: 5.114 -1.724 -0.601
H: 1.355 4.067 -0.028
H: 2.863 5.668 -1.136
H: 5.192 4.954 -1.669
H: 6.645 1.366 0.418
H: 5.297 0.504 -0.614
C: 2.057 -2.837 -4.258
C: 2.394 -1.717 -3.511
C: 3.473 -0.929 -3.887
C: 4.207 -1.255 -5.020
C: 3.870 -2.375 -5.768
C: 2.797 -3.168 -5.386
H: 1.216 -3.452 -3.963
H: 1.815 -1.457 -2.635
H: 3.738 -0.057 -3.305
H: 5.043 -0.635 -5.320
H: 4.443 -2.628 -6.651
H: 2.535 -4.042 -5.967
C: -3.666 -1.606 8.351
C: -4.948 -2.011 8.005
C: -5.194 -2.517 6.736
C: -4.157 -2.626 5.818
C: -2.874 -2.225 6.166
C: -2.631 -1.711 7.432
H: -3.470 -1.209 9.340
H: -5.754 -1.932 8.724
H: -6.195 -2.828 6.462
H: -4.349 -3.025 4.830
H: -2.065 -2.311 5.452
H: -1.632 -1.393 7.705
C: -4.944 2.156 4.600
C: -5.838 3.136 4.191
C: -5.367 4.315 3.629
C: -4.003 4.512 3.469
C: -3.109 3.531 3.876
C: -3.580 2.355 4.445
H: -5.309 1.237 5.041
H: -6.902 2.981 4.310
H: -6.065 5.081 3.315
H: -3.636 5.430 3.028
H: -2.044 3.686 3.751
H: -2.885 1.590 4.769
C: 0.357 3.372 -5.286
C: 1.355 2.432 -5.071
C: 1.695 1.536 -6.076
C: 1.043 1.587 -7.300
C: 0.048 2.529 -7.517
C: -0.298 3.419 -6.510
H: 0.089 4.068 -4.501
H: 1.868 2.395 -4.117
H: 2.469 0.800 -5.903
H: 1.310 0.892 -8.086
H: -0.458 2.567 -8.475
H: -1.078 4.151 -6.678
C: -4.293 -4.181 -3.043
C: -3.866 -2.865 -2.925
C: -3.600 -2.333 -1.671
C: -3.754 -3.119 -0.537
C: -4.179 -4.435 -0.654
C: -4.451 -4.965 -1.908
H: -4.503 -4.595 -4.020
H: -3.741 -2.254 -3.810
H: -3.274 -1.305 -1.575
H: -3.546 -2.703 0.441
H: -4.298 -5.047 0.230
H: -4.787 -5.989 -2.002
C: 1.154 -2.146 11.304
C: 0.278 -2.792 10.444
C: -1.086 -2.775 10.699
C: -1.574 -2.105 11.812
C: -0.698 -1.457 12.672
C: 0.667 -1.480 12.421
H: 2.218 -2.161 11.105
H: 0.657 -3.310 9.572
H: -1.767 -3.282 10.028
H: -2.639 -2.087 12.008
H: -1.080 -0.933 13.540
H: 1.350 -0.978 13.093
C: 6.925 -3.079 8.244
C: 6.043 -3.726 7.389
C: 4.681 -3.707 7.652
C: 4.199 -3.034 8.767
C: 5.081 -2.384 9.620
C: 6.444 -2.410 9.361
H: 7.988 -3.096 8.040
H: 6.419 -4.246 6.517
H: 3.993 -4.216 6.989
H: 3.136 -3.016 8.970
H: 4.705 -1.858 10.489
H: 7.131 -1.907 10.029
C: -6.121 5.929 -7.636
C: -5.494 6.322 -8.811
C: -4.254 5.797 -9.145
C: -3.644 4.873 -8.307
C: -4.272 4.478 -7.134
C: -5.509 5.008 -6.797
H: -7.087 6.340 -7.375
H: -5.973 7.038 -9.466
H: -3.762 6.108 -10.058
H: -2.678 4.460 -8.570
H: -3.796 3.755 -6.483
H: -5.997 4.703 -5.880
C: -1.085 0.682 -11.238
C: -0.458 1.077 -12.411
C: 0.778 0.546 -12.751
C: 1.385 -0.386 -11.920
C: 0.757 -0.783 -10.748
C: -0.477 -0.247 -10.405
H: -2.049 1.098 -10.971
H: -0.934 1.800 -13.062
H: 1.270 0.859 -13.663
H: 2.348 -0.802 -12.187
H: 1.230 -1.511 -10.100
H: -0.964 -0.553 -9.488


Computed, not measured: one molecule with the formula C4H6O2, with ωB97M-V/def2-TZVPD.

Results
net charge	0
DFT total energy	-306.41000	Eh
structure (SMILES)	C=COCC=O
highest occupied orbital energy	-9.66	eV
LUMO energy	0.87	eV
orbital gap	10.53	eV

Atoms and positions in Å:
C: 1.673 0.025 -0.163
C: 0.857 0.246 0.859
O: -0.149 1.190 0.753
C: -1.271 0.568 0.116
C: -0.840 -0.723 -0.594
O: -1.137 -1.833 -0.228
H: 2.311 -0.849 -0.213
H: -0.212 -0.548 -1.486
H: 1.642 0.686 -1.025
H: 0.838 -0.357 1.767
H: -1.665 1.264 -0.636
H: -2.048 0.331 0.850


Computed, not measured: a 2-piece molecular cluster, CH8N2O overall in a non-equilibrium geometry, with ωB97M-V/def2-TZVPD.

Results
net charge	0
DFT total energy	-227.63562	Eh
structure (SMILES)	NCN.O
highest occupied orbital energy	-9.55	eV
LUMO energy	0.95	eV
orbital gap	10.50	eV

Atoms and positions in Å:
N: 0.425 1.604 1.507
C: 0.410 1.038 0.166
N: 0.158 -0.409 0.066
H: 1.060 1.098 2.123
H: -0.498 1.468 1.899
H: 1.293 1.291 -0.421
H: -0.447 1.512 -0.320
H: -0.073 -0.759 0.999
H: 1.027 -0.910 -0.099
H: -1.116 -1.478 -1.363
H: -1.043 -2.124 -2.743
O: -1.197 -2.332 -1.814


Computed, not measured: a 5-piece molecular cluster, C17H28FO4 overall in a non-equilibrium geometry, with ωB97M-V/def2-TZVPD.

Results
net charge	-1
DFT total energy	-1065.26816	Eh
highest occupied orbital energy	-1.94	eV
LUMO energy	2.27	eV
orbital gap	4.21	eV

Atoms and positions in Å:
C: -0.001 -1.111 0.696
C: 0.272 -1.979 1.925
O: 0.271 -1.425 3.181
H: -1.018 -0.720 0.690
H: 0.015 -1.722 -0.207
H: 0.826 -0.403 0.648
H: 1.185 -2.526 1.690
H: -0.438 -2.802 1.844
F: 8.944 -2.533 -3.495
C: 8.517 -2.656 -2.255
C: 9.466 -3.156 -1.343
C: 9.078 -3.402 -0.030
C: 7.786 -3.026 0.345
C: 6.882 -2.480 -0.507
C: 7.235 -2.346 -1.861
H: 10.511 -3.303 -1.573
H: 9.888 -3.568 0.665
H: 7.477 -3.225 1.361
H: 5.943 -2.210 -0.048
H: 6.559 -1.803 -2.505
C: 1.168 4.434 2.349
C: -0.313 4.295 2.575
O: -0.779 4.106 3.643
C: -1.140 4.389 1.315
H: 1.543 3.758 3.117
H: 1.580 5.443 2.370
H: 1.446 4.100 1.349
H: -1.319 5.455 1.171
H: -2.114 3.900 1.303
H: -0.403 4.003 0.610
C: -7.708 -0.848 3.072
C: -6.418 -1.531 3.495
O: -5.543 -0.924 4.104
C: -6.326 -2.997 3.429
H: -7.724 0.199 3.372
H: -8.419 -1.396 3.691
H: -8.082 -0.978 2.057
H: -6.479 -3.110 2.356
H: -7.075 -3.459 4.072
H: -5.337 -3.364 3.701
C: -3.318 0.866 -4.797
C: -3.164 2.001 -5.840
O: -3.525 1.954 -7.031
C: -2.583 3.265 -5.323
H: -3.874 0.027 -5.216
H: -4.004 1.225 -4.029
H: -2.387 0.403 -4.470
H: -2.179 3.816 -6.173
H: -1.735 3.315 -4.642
H: -3.185 4.043 -4.853


Computed, not measured: a 7-piece molecular cluster, C21H61N4O9 overall in a non-equilibrium geometry, with ωB97M-V/def2-TZVPD.

Results
net charge	+1
DFT total energy	-1732.03911	Eh
highest occupied orbital energy	-11.49	eV
LUMO energy	-1.74	eV
orbital gap	9.76	eV

Atoms and positions in Å:
N: 0.123 -0.115 0.510
H: -0.119 -0.709 1.175
H: 0.119 -0.692 -0.165
H: 0.915 0.369 0.688
H: -0.627 0.520 0.427
C: -0.713 2.662 -1.978
O: -0.411 2.979 -0.563
H: -1.517 3.249 -2.136
H: -1.034 1.641 -2.190
H: 0.206 2.916 -2.725
H: -0.671 3.926 -0.354
C: -1.895 -1.082 -3.352
O: -0.717 -1.108 -2.575
H: -2.289 -0.111 -3.596
H: -2.760 -1.634 -2.963
H: -1.743 -1.245 -4.415
H: -0.033 -1.115 -3.425
C: -0.281 -4.003 -0.687
O: 0.791 -3.148 -0.257
H: -1.012 -3.669 -1.463
H: -0.865 -4.408 0.184
H: 0.057 -5.116 -1.075
H: 1.637 -3.644 -0.432
C: -0.357 1.203 -7.927
O: 0.197 1.389 -6.686
C: 0.858 0.355 -6.038
C: 1.165 0.917 -4.630
N: 1.834 -0.166 -3.833
C: 2.297 0.343 -2.548
C: 2.938 -0.746 -1.706
O: 3.069 -0.221 -0.403
C: 3.793 -1.228 0.456
H: -1.184 1.871 -7.913
H: -0.887 0.313 -8.070
H: 0.413 1.339 -8.903
H: 1.833 0.076 -6.452
H: 0.411 -0.719 -6.087
H: 0.356 1.317 -4.198
H: 1.934 1.654 -4.543
H: 2.608 -0.687 -4.394
H: 1.537 0.781 -2.047
H: 3.021 1.220 -2.688
H: 3.670 -1.028 -2.115
H: 2.074 -1.548 -1.713
H: 3.225 -2.297 0.559
H: 4.415 -0.572 1.311
H: 4.779 -1.759 0.015
C: 1.487 -3.272 5.799
O: 1.059 -3.227 4.440
C: 1.688 -2.288 3.705
C: 1.157 -0.849 3.978
N: 1.774 0.008 3.097
C: 1.400 1.511 3.369
C: 2.345 2.384 2.526
O: 1.961 3.765 2.688
C: 2.634 4.565 1.843
H: 0.814 -3.821 6.545
H: 1.477 -2.345 6.191
H: 2.528 -3.709 5.776
H: 1.589 -2.339 2.746
H: 2.635 -2.223 3.641
H: 1.145 -0.561 4.907
H: 0.036 -0.713 3.713
H: 2.778 0.022 3.446
H: 1.261 1.719 4.358
H: 0.469 1.505 2.991
H: 2.203 2.115 1.477
H: 3.423 2.357 2.836
H: 2.282 5.550 2.086
H: 2.185 4.408 0.847
H: 3.781 4.476 2.050
C: -4.058 -3.843 -1.161
O: -3.663 -3.300 0.150
C: -3.320 -1.976 0.078
C: -3.391 -1.325 1.523
N: -3.048 0.119 1.417
C: -3.026 0.866 2.642
C: -2.656 2.382 2.425
O: -2.313 2.910 3.663
C: -2.088 4.323 3.802
H: -4.776 -3.390 -1.747
H: -4.318 -4.848 -0.862
H: -3.280 -3.917 -1.677
H: -4.141 -1.465 -0.560
H: -2.263 -1.829 0.002
H: -2.942 -1.896 2.281
H: -4.508 -1.234 1.947
H: -3.717 0.449 0.713
H: -2.132 0.420 3.308
H: -4.077 0.894 3.278
H: -3.554 2.915 2.163
H: -1.873 2.600 1.724
H: -2.190 4.277 4.921
H: -2.923 4.968 3.389
H: -1.059 4.598 3.437


Computed, not measured: a 2-piece molecular cluster, C3H5IS overall in a non-equilibrium geometry, with ωB97M-V/def2-TZVPD.

Results
net charge	0
2S+1	3
DFT total energy	-813.00086	Eh
highest occupied orbital energy (alpha / beta)	-7.70 / -8.87	eV
LUMO energy (alpha / beta)	-0.69 / -2.62	eV
orbital gap (alpha / beta)	7.01 / 6.25	eV

Atoms and positions in Å:
C: 0.351 0.721 -0.227
C: 1.018 -0.224 -1.179
C: 0.629 -0.601 0.139
S: -3.019 -0.981 1.652
I: -1.803 0.775 2.600
H: 0.912 1.488 0.325
H: -0.638 1.062 -0.401
H: 0.277 -0.619 -1.750
H: 1.838 -0.109 -1.754
H: 0.435 -1.512 0.594


Computed, not measured: a 6-piece molecular cluster, C35H59BrClNO5PS overall in a non-equilibrium geometry, with ωB97M-V/def2-TZVPD.

Results
net charge	+1
DFT total energy	-5573.13354	Eh
highest occupied orbital energy	-11.02	eV
LUMO energy	-4.82	eV
orbital gap	6.20	eV

Atoms and positions in Å:
C: -0.245 -1.765 -2.991
C: -1.808 -2.070 -2.786
C: -2.349 -1.912 -1.272
Cl: -1.069 -2.036 0.030
C: -3.248 -0.593 -1.208
C: -4.793 -0.777 -1.392
N: -5.760 0.339 -1.402
C: -5.313 1.715 -1.246
P: -6.603 3.150 -1.319
S: -6.617 4.082 0.393
C: -3.778 2.052 -1.032
C: -3.335 3.554 -0.879
C: -1.836 3.888 -0.679
C: -0.816 2.690 -0.644
C: 0.742 3.035 -0.398
C: 1.399 3.925 -1.560
C: 1.693 3.074 -2.922
Br: 0.742 4.067 -4.406
C: -1.219 1.180 -0.833
C: -2.737 0.877 -1.019
H: 0.439 -2.678 -2.936
H: -0.133 -1.348 -4.069
H: 0.189 -0.965 -2.301
H: -1.971 -3.185 -3.068
H: -2.502 -1.480 -3.494
H: -3.072 -2.802 -1.098
H: -5.209 -1.838 -1.537
H: -6.759 0.091 -1.556
H: -6.169 4.008 -2.404
H: -7.931 2.653 -1.618
H: -4.086 4.409 -0.919
H: -1.553 4.988 -0.564
H: 0.936 3.442 0.671
H: 1.284 2.006 -0.418
H: 0.828 4.909 -1.777
H: 2.443 4.270 -1.194
H: 1.335 1.992 -2.864
H: 2.820 3.146 -3.163
H: -0.366 0.425 -0.818
C: 3.678 -1.065 1.505
C: 3.438 -2.040 0.373
C: 2.118 -1.551 -0.187
O: 2.068 -0.134 0.037
C: 3.131 0.227 0.932
H: 4.725 -0.988 1.803
H: 3.093 -1.363 2.382
H: 4.224 -1.935 -0.379
H: 3.407 -3.082 0.690
H: 1.271 -2.003 0.339
H: 2.014 -1.758 -1.255
H: 3.893 0.758 0.351
H: 2.749 0.901 1.704
C: -7.357 0.026 2.028
C: -6.454 -1.157 1.813
C: -7.157 -2.241 2.606
O: -8.559 -1.939 2.564
C: -8.729 -0.616 2.039
H: -7.252 0.798 1.263
H: -7.151 0.479 3.003
H: -6.437 -1.415 0.749
H: -5.425 -0.991 2.140
H: -6.843 -2.233 3.655
H: -6.985 -3.240 2.199
H: -9.134 -0.707 1.025
H: -9.446 -0.065 2.652
C: 8.009 -3.973 -0.552
C: 7.359 -4.977 -1.477
C: 5.951 -5.052 -0.920
O: 5.657 -3.765 -0.357
C: 6.873 -3.006 -0.285
H: 8.890 -3.489 -0.978
H: 8.307 -4.466 0.380
H: 7.337 -4.580 -2.497
H: 7.861 -5.945 -1.498
H: 5.879 -5.793 -0.118
H: 5.210 -5.295 -1.686
H: 6.828 -2.227 -1.054
H: 6.950 -2.527 0.693
C: -1.543 -4.249 2.636
C: -2.240 -4.689 3.904
C: -1.644 -6.064 4.130
O: -0.315 -6.033 3.592
C: -0.158 -4.838 2.817
H: -1.530 -3.167 2.495
H: -2.032 -4.702 1.767
H: -1.965 -4.022 4.728
H: -3.328 -4.703 3.825
H: -2.206 -6.834 3.591
H: -1.606 -6.336 5.187
H: 0.492 -4.158 3.377
H: 0.324 -5.077 1.866
C: 4.731 8.499 -0.635
C: 5.633 7.306 -0.855
C: 4.926 6.225 -0.063
O: 3.524 6.531 -0.102
C: 3.358 7.858 -0.621
H: 4.832 9.273 -1.397
H: 4.943 8.949 0.341
H: 5.646 7.043 -1.918
H: 6.663 7.467 -0.531
H: 5.241 6.229 0.986
H: 5.095 5.226 -0.473
H: 2.951 7.772 -1.635
H: 2.644 8.408 -0.004


Among the records above, which one has the lowest net charge?
C17H28FO4


Which value of net charge does entry 3 give?
0


Number 2 is which compound?
C4H6O2


net charge of number 3 (CH8N2O)?
0